[1]
The following is a quantum chemistry calculation of a cluster of 4 separate species, H8O4 in total, from the Open Molecules 2025 dataset.

Each line ends with the natural charge from an NBO analysis.
CARTESIAN COORDINATES (ANGSTROEM)
O: -1.249 0.291 -1.591  -0.953
H: -0.873 0.555 -0.751  0.472
H: -0.496 0.026 -2.119  0.473
O: 0.426 1.147 0.485  -0.978
H: 0.740 1.667 1.224  0.489
H: -0.060 0.427 0.887  0.498
O: -1.579 -0.851 1.697  -0.960
H: -1.544 -1.791 1.876  0.482
H: -2.404 -0.726 1.228  0.485
O: 2.257 -0.499 -1.265  -0.957
H: 1.655 0.020 -0.731  0.484
H: 3.127 -0.267 -0.940  0.465

Calculated values
2S+1 = 1
E_LUMO = 0.5 eV
molar mass = 72.06 g mol⁻¹
calculated total energy = -8319.9820 eV
Kohn-Sham gap = 11.492 eV
energy relative to the best compared isomer or geometry (same formula, charge and spin) = 16.0 kcal/mol
HOMO energy = -11.00 eV

---

[2]
The following is a quantum chemistry calculation of a cluster of 9 separate species, C34H51N8O14 in total at a distorted geometry, from the Open Molecules 2025 dataset.

Each line ends with the Mulliken charge.
CARTESIAN COORDINATES (ANGSTROEM)
C: 0.147 1.033 -0.117  0.140
O: 0.772 1.826 0.626  -0.730
O: 0.209 1.325 -1.384  0.336
O: -0.480 0.023 0.294  -0.391
H: 0.736 2.090 -1.588  -0.091
C: 3.613 -2.505 1.547  -0.399
C: 4.535 -3.484 0.832  -0.827
C: 4.647 -3.436 -0.731  -0.708
C: 3.867 -2.409 -1.495  0.076
C: 2.882 -1.464 -0.709  -0.433
C: 2.849 -1.541 0.852  -0.177
N: 3.917 -2.302 -2.984  1.012
O: 4.777 -2.993 -3.565  -0.600
O: 3.493 -1.229 -3.485  -0.545
H: 3.770 -2.217 2.721  0.278
H: 5.066 -4.110 1.435  0.538
H: 5.028 -4.353 -1.127  0.475
H: 2.102 -0.868 -1.048  0.971
H: 2.080 -0.795 1.439  0.220
C: -2.479 -1.658 3.163  0.058
C: -1.108 -2.301 3.106  -0.116
C: -0.554 -3.080 4.522  -0.642
C: -1.587 -3.030 5.688  0.315
C: -3.033 -2.545 5.587  -0.859
C: -3.379 -1.822 4.285  -0.430
N: -1.124 -3.616 6.955  0.774
O: 0.161 -3.819 7.133  -0.549
O: -1.951 -4.196 7.682  -0.508
H: -2.853 -1.286 2.129  0.176
H: -0.607 -1.931 2.212  0.290
H: 0.414 -3.402 4.568  0.549
H: -3.509 -2.563 6.428  0.576
H: -4.475 -1.500 4.266  0.324
C: 0.395 -3.144 -1.929  -0.305
C: 0.664 -3.571 -0.596  0.491
C: 1.146 -5.073 -0.214  -0.641
C: 1.754 -5.855 -1.370  0.077
C: 1.251 -5.444 -2.694  -0.530
C: 0.673 -4.116 -3.027  -0.748
N: 2.348 -7.156 -1.154  0.924
O: 2.483 -7.860 -2.130  -0.594
O: 2.335 -7.571 0.016  -0.580
H: 0.298 -2.054 -2.048  0.278
H: 0.521 -2.729 0.159  0.340
H: 1.313 -5.485 0.871  0.329
H: 1.429 -6.248 -3.406  0.406
H: 0.575 -3.693 -4.043  0.503
C: 0.808 3.860 -3.430  0.329
O: 0.439 4.864 -2.852  -0.583
N: 1.938 3.098 -3.060  -0.035
C: 2.201 1.784 -3.740  -1.066
C: 2.824 3.473 -1.875  -1.163
H: 0.161 3.255 -4.172  0.168
H: 3.030 1.257 -3.226  0.318
H: 2.713 2.183 -4.648  0.462
H: 1.252 1.330 -3.898  0.251
H: 2.575 2.959 -0.987  0.267
H: 2.437 4.399 -1.650  0.584
H: 3.759 3.361 -2.307  0.463
C: -5.012 -2.809 -0.830  0.032
O: -4.975 -2.493 0.360  -0.568
N: -3.934 -2.443 -1.583  0.239
C: -3.831 -2.849 -3.036  -1.015
C: -2.768 -1.848 -0.933  -0.584
H: -5.936 -3.297 -1.274  0.323
H: -3.272 -2.070 -3.617  0.190
H: -4.729 -2.622 -3.423  0.552
H: -3.327 -3.771 -3.188  0.287
H: -3.166 -1.189 -0.236  0.586
H: -2.275 -1.071 -1.567  -0.512
H: -2.527 -2.510 -0.057  0.450
C: -2.088 0.655 -4.012  0.856
O: -1.671 -0.006 -4.872  -0.604
N: -2.807 1.867 -4.108  0.130
C: -2.971 2.725 -2.882  -0.919
C: -3.158 2.463 -5.422  -1.054
H: -1.978 0.371 -2.905  -0.284
H: -4.084 2.605 -2.431  0.247
H: -2.893 3.695 -3.019  0.513
H: -2.241 2.439 -2.084  0.121
H: -2.491 3.353 -5.797  0.231
H: -4.276 2.650 -5.267  0.377
H: -3.294 1.737 -6.195  0.367
C: -1.610 4.038 4.489  -0.056
O: -0.747 4.742 3.928  -0.573
N: -1.662 2.691 4.185  0.157
C: -2.887 2.025 4.661  -0.933
C: -0.892 2.032 3.183  -0.011
H: -1.991 4.497 5.395  0.370
H: -2.728 0.964 4.519  0.178
H: -3.993 2.303 4.386  0.279
H: -2.904 2.016 5.751  0.431
H: -0.188 2.920 2.992  -0.452
H: -1.664 1.889 2.525  0.504
H: -0.356 1.167 3.541  0.150
C: 2.148 7.335 1.940  -0.070
O: 2.813 8.363 1.964  -0.628
N: 2.551 6.118 1.550  0.105
C: 1.703 4.957 1.529  -0.847
C: 3.955 5.924 1.012  -0.727
H: 1.161 7.365 2.312  0.447
H: 1.387 4.572 2.471  0.360
H: 2.370 4.231 0.996  -0.060
H: 1.055 5.118 0.730  0.555
H: 3.925 6.306 -0.017  0.314
H: 4.215 4.701 0.893  0.236
H: 4.795 6.480 1.616  0.267

Calculated values
2S+1 = 1
E_LUMO = 0.5 eV
molar mass = 795.82 g mol⁻¹
calculated total energy = -76648.2219 eV
Kohn-Sham gap = 6.442 eV
total charge = -1
energy relative to the best compared isomer or geometry (same formula, charge and spin) = 32.5 kcal/mol
HOMO energy = -5.94 eV

---

[3]
The following is a quantum chemistry calculation of a cluster of 2 separate species, C3H10N2O2 in total at a distorted geometry, from the Open Molecules 2025 dataset.

Each line ends with the natural charge from an NBO analysis.
CARTESIAN COORDINATES (ANGSTROEM)
C: 0.612 0.959 1.685  -0.666
C: 0.512 -1.358 0.342  -0.103
C: 0.758 0.069 0.423  0.124
N: 1.162 0.297 -1.857  -0.698
N: 0.925 0.801 -0.684  -0.192
O: -0.377 -1.703 -0.660  -0.735
O: -2.729 0.074 -0.768  -0.935
H: 1.350 1.712 1.832  0.217
H: -0.259 1.652 1.855  0.225
H: 0.476 0.309 2.542  0.227
H: 0.020 -1.673 1.325  0.196
H: 1.572 -1.855 0.404  0.179
H: 1.172 0.969 -2.712  0.343
H: -3.660 -0.142 -0.847  0.458
H: 1.000 1.847 -0.611  0.385
H: -0.150 -1.181 -1.458  0.502
H: -2.384 -0.778 -0.811  0.474

Calculated values
2S+1 = 1
E_LUMO (spin up / spin down) = 0.8 / 0.8 eV
molar mass = 106.12 g mol⁻¹
calculated total energy = -10345.1549 eV
Kohn-Sham gap (spin up / spin down) = 8.317 / 8.316 eV
energy relative to the best compared isomer or geometry (same formula, charge and spin) = 99.9 kcal/mol
HOMO energy (spin up / spin down) = -7.52 / -7.52 eV